Below is a structure of composition C28H20ClCoN2OPS5Sb, with properties calculated with the ωB97M-V functional and the def2-TZVPD basis.

Cartesian coordinates (Å):
Co  0.30557  0.29670  0.32906
Cl  -5.45186  -3.20809  2.99402
C  -4.20155  -2.12603  2.42694
C  -4.40743  -0.72844  2.52310
C  -3.44544  0.14172  2.11907
C  -2.19223  -0.32053  1.59850
O  -1.29966  0.53632  1.33326
C  -2.02912  -1.73607  1.45831
C  -0.86516  -2.30774  0.90480
N  0.15946  -1.65370  0.43840
C  1.25344  -2.33286  -0.11845
C  1.44739  -3.69102  -0.21782
C  2.60069  -4.20884  -0.83749
C  3.56146  -3.38947  -1.35971
C  3.40360  -1.98884  -1.26897
C  4.33092  -1.05671  -1.78647
C  4.08759  0.27657  -1.65452
C  2.92049  0.70931  -0.99261
N  2.04775  -0.13212  -0.49543
C  2.25852  -1.47213  -0.63625
C  -3.05401  -2.61628  1.89524
H  -5.35078  -0.36414  2.90960
H  -3.57857  1.21584  2.15760
H  -0.84731  -3.39706  0.88292
H  0.71725  -4.38801  0.16853
H  2.71457  -5.28364  -0.90163
H  4.44060  -3.79599  -1.84418
H  5.22112  -1.41934  -2.28740
H  4.76960  1.01694  -2.04854
H  2.67909  1.75620  -0.84636
H  -2.90522  -3.68649  1.80645
S  -2.91003  3.51077  0.51061
Sb  -1.02402  3.23164  -0.70003
S  -0.66349  0.71894  -1.93716
S  0.79867  2.53434  0.69829
S  -3.27754  1.87986  -3.84174
P  -3.66319  0.19355  -2.97287
S  -2.02731  -0.82788  -2.10922
C  -4.40667  -1.06316  -4.06763
C  -5.66954  -0.77813  -4.58699
C  -6.29657  -1.67525  -5.43418
C  -5.66765  -2.86860  -5.77211
C  -4.41171  -3.15460  -5.26211
C  -3.77992  -2.25396  -4.41144
C  -4.90914  0.29942  -1.65210
C  -5.38465  -0.86305  -1.04838
C  -6.36430  -0.78833  -0.07456
C  -6.86020  0.45234  0.31348
C  -6.36788  1.61139  -0.26538
C  -5.39344  1.53750  -1.25290
H  -6.15425  0.15564  -4.32608
H  -7.27696  -1.44505  -5.83240
H  -6.15788  -3.57115  -6.43494
H  -3.91481  -4.07983  -5.52676
H  -2.79271  -2.47113  -4.02502
H  -4.99308  -1.83120  -1.34270
H  -6.72846  -1.69185  0.39959
H  -7.61893  0.50989  1.08505
H  -6.73241  2.57924  0.05448
H  -4.98628  2.43377  -1.70398

Output
HOMO level (spin up / spin down)	-3.92 / -3.91	eV
gap between HOMO and LUMO (spin up / spin down)	5.33 / 5.32	eV
⟨S²⟩	0.762
energy relative to the best compared isomer or geometry (same formula, charge and spin)	55.5	kJ/mol
net charge	-1
multiplicity	2

How positive or negative is each atom? The Mulliken charges in e answer that: Co -0.584; Cl -0.268; C 0.246; C -0.696; C -0.565; C 0.329; O -0.272; C 0.203; C 0.698; N 0.129; C 0.855; C -0.873; C -0.860; C -0.902; C 1.169; C -0.643; C -0.865; C 0.166; N 0.320; C 0.128; C -0.977; H 0.425; H 0.398; H 0.047; H 0.335; H 0.373; H 0.384; H 0.404; H 0.385; H 0.399; H 0.408; S -0.670; Sb 0.538; S -0.369; S -0.629; S -0.360; P 1.005; S -0.262; C 0.171; C -0.528; C -0.634; C -0.384; C -0.574; C -0.260; C 0.585; C -0.502; C -0.743; C -0.415; C -0.577; C -0.474; H 0.346; H 0.371; H 0.357; H 0.376; H 0.361; H 0.344; H 0.425; H 0.420; H 0.385; H 0.402



Below is the ion C10H6NO2 with charge -1 at a distorted geometry, with properties calculated with the ωB97M-V functional and the def2-TZVPD basis.

Cartesian coordinates (Å):
C  -0.66602  -1.95407  1.77667
C  -1.12955  -0.80113  2.44464
C  0.08353  -1.87151  0.64133
C  -0.81409  0.37826  1.81912
C  0.04773  -0.70329  -0.29135
C  -0.44912  0.45849  0.48732
C  0.14773  1.64713  -1.63494
C  0.58064  -0.87950  -1.49770
C  -0.37047  1.74041  -0.18521
C  1.19521  2.29715  -2.06046
N  1.05933  -1.10151  -2.63922
O  2.20423  2.86701  -2.18034
O  -0.74711  2.82841  0.30609
H  -0.77770  -2.87918  2.43682
H  -1.56958  -0.86298  3.36236
H  0.54457  -2.87199  0.29750
H  -0.96518  1.37668  2.10981
H  -0.41180  1.00049  -2.40284
H  2.03765  -0.66885  -2.78961

Output
HOMO level (spin up / spin down)	-2.09 / -2.09	eV
gap between HOMO and LUMO (spin up / spin down)	5.61 / 5.62	eV
energy relative to the best compared isomer or geometry (same formula, charge and spin)	240.5	kJ/mol
net charge	-1
multiplicity	1

How positive or negative is each atom? The Mulliken charges in e answer that: C -0.134; C -0.811; C -1.137; C -0.452; C 1.047; C 0.357; C -0.977; C -0.147; C 0.555; C 0.619; N -0.785; O -0.449; O -0.753; H 0.231; H 0.494; H 0.193; H 0.481; H 0.464; H 0.203



Below is a structure of composition C31H56CrF6NO23 at a distorted geometry, with properties calculated with the ωB97M-V functional and the def2-TZVPD basis.

Cartesian coordinates (Å):
Cr  -1.34754  3.01840  0.42413
C  -0.23154  -0.66852  1.25926
C  0.26916  0.04534  -0.01236
C  -0.48045  -0.52200  -1.22418
O  0.13298  1.42315  0.07948
H  -1.24668  -0.49507  1.61200
H  0.49327  -0.34947  2.00835
H  -0.18128  -1.73812  1.05756
H  1.30712  -0.19891  -0.24976
H  -0.19758  0.05121  -2.10753
H  -1.56294  -0.58178  -1.12120
H  -0.11358  -1.53760  -1.37765
C  -1.83042  -3.99620  3.50085
C  -1.84616  -3.93878  1.96755
O  -3.01246  -4.49289  1.45235
C  -3.42692  -4.26026  0.19092
O  -2.67974  -3.78304  -0.68641
C  -4.88491  -4.61604  -0.06314
F  -5.43395  -3.73481  -0.93005
F  -5.02984  -5.80819  -0.62270
F  -5.62409  -4.60764  1.04891
H  -2.05288  -5.04060  3.72754
H  -2.57986  -3.36338  3.97418
H  -0.85391  -3.81625  3.94884
H  -1.02487  -4.49545  1.51008
H  -1.76950  -2.89819  1.64380
C  5.18104  -5.47896  6.25351
C  3.79463  -5.23016  5.65670
O  3.92709  -4.27015  4.56440
C  2.77031  -3.77825  4.07264
O  1.68782  -4.26359  4.27408
C  3.03062  -2.54796  3.12105
F  2.55780  -1.44509  3.68586
F  4.31873  -2.45970  2.92888
F  2.42045  -2.70822  1.91227
H  5.81717  -6.03194  5.56056
H  5.18238  -6.14113  7.11854
H  5.62046  -4.50390  6.45986
H  3.21299  -4.75800  6.44742
H  3.36959  -6.14346  5.24483
C  -4.84289  3.29416  2.09151
O  -4.45165  2.19522  2.85056
C  -3.16737  1.82014  2.90711
O  -2.32782  2.02653  2.02543
O  -2.92204  1.31110  4.10952
C  -1.59982  0.76030  4.33187
H  -4.88100  3.01231  1.03833
H  -4.18992  4.15381  2.24150
H  -5.84296  3.48468  2.47796
H  -1.60551  -0.19990  3.81763
H  -1.54656  0.63131  5.40996
H  -0.80572  1.38389  3.92661
C  0.34855  6.57670  2.44901
O  1.13949  5.55954  3.00563
C  0.79386  4.29031  2.74674
O  -0.18272  3.92051  2.10613
O  1.79545  3.51801  3.20860
C  1.95617  2.15386  2.82048
H  0.58432  7.47451  3.01804
H  -0.73351  6.45212  2.43507
H  0.68764  6.72151  1.42173
H  0.98143  1.67482  2.91244
H  2.59326  1.64753  3.54423
H  2.41885  2.04693  1.84085
C  1.51761  1.78625  -3.53009
O  2.23399  2.85699  -4.21441
C  1.67359  3.49366  -5.22123
O  0.51756  3.31126  -5.59293
O  2.54882  4.30560  -5.76223
C  2.15221  5.14203  -6.81764
H  1.17403  2.04206  -2.52824
H  2.30144  1.04160  -3.38767
H  0.77412  1.31621  -4.17128
H  2.85277  5.95840  -6.98731
H  1.20593  5.64046  -6.60640
H  2.10765  4.55347  -7.73373
C  -2.87726  3.04157  -3.68342
O  -3.48642  1.83102  -3.22806
C  -3.36476  1.47880  -1.96383
O  -2.70098  2.08090  -1.12386
O  -4.04504  0.32535  -1.78867
C  -4.33902  -0.03522  -0.46123
H  -3.25854  3.88156  -3.10255
H  -3.13101  3.19290  -4.73034
H  -1.78956  3.02333  -3.61611
H  -3.42469  -0.27377  0.08216
H  -4.94998  -0.92840  -0.58842
H  -4.95690  0.70954  0.04054
C  -0.35607  5.69012  -3.21005
O  0.86616  5.60415  -2.52710
C  1.04234  4.79246  -1.46960
O  0.15341  4.19484  -0.91304
O  2.33117  4.93062  -1.10317
C  2.88240  4.16206  -0.05690
H  -0.21426  5.44419  -4.26262
H  -0.77171  6.69864  -3.18248
H  -1.23631  5.11149  -2.92742
H  2.60496  4.56979  0.91404
H  3.96826  4.20351  -0.13043
H  2.61701  3.11692  -0.22086
C  1.68287  -6.72674  -2.61490
O  1.44342  -5.35356  -2.31702
C  2.45852  -4.55898  -2.14733
O  3.60267  -4.89727  -1.92382
O  2.00158  -3.31051  -2.16084
C  2.87644  -2.26701  -1.92725
H  2.23994  -6.84055  -3.54537
H  0.72647  -7.13485  -2.94435
H  2.06247  -7.31783  -1.78490
H  2.96213  -2.05888  -0.85816
H  2.48709  -1.33843  -2.34596
H  3.86647  -2.44367  -2.34623
C  -0.77341  -3.67384  -3.84822
C  0.03791  -2.63698  -4.49022
N  0.69199  -1.80216  -4.96572
H  -0.79525  -3.44612  -2.78280
H  -0.26797  -4.61452  -4.05572
H  -1.80823  -3.61685  -4.18295

Output
HOMO level (spin up / spin down)	-8.05 / -12.62	eV
gap between HOMO and LUMO (spin up / spin down)	6.39 / 6.70	eV
⟨S²⟩	20.012
energy relative to the best compared isomer or geometry (same formula, charge and spin)	0.0	kJ/mol
net charge	+1
multiplicity	9

Atomic partial charges in e from the Mulliken method, atoms 1 to 99: Cr 0.521; C -0.506; C 1.133; C -0.490; O 0.341; H -0.368; H -0.066; H 0.444; H -0.154; H -0.123; H -0.284; H 0.188; C -1.294; C 0.830; O -0.337; C 0.181; O -0.271; C 0.857; F -0.238; F -0.252; F -0.238; H 0.420; H 0.346; H 0.240; H 0.311; H -0.492; C -1.242; C -0.152; O -0.207; C 0.231; O -0.527; C 0.920; F -0.219; F -0.252; F -0.218; H 0.326; H 0.384; H 0.313; H 0.303; H 0.304; C -0.537; O -0.420; C 0.637; O 0.166; O -0.398; C 0.069; H 0.137; H 0.269; H 0.241; H 0.023; H 0.353; H -0.243; C -0.608; O -0.391; C 0.533; O -0.366; O -0.399; C 0.203; H 0.303; H 0.248; H 0.228; H -0.377; H 0.322; H 0.143; C -0.545; O -0.390; C 0.838; O -0.591; O -0.368; C -0.646; H 0.126; H 0.108; H 0.533; H 0.254; H 0.275; H 0.306; C -0.447; O -0.413; C 0.715; O -0.119; O -0.382; C -0.275; H 0.322; H 0.283; H -0.019; H -0.040; H 0.211; H 0.256; C -0.471; O -0.386; C 0.732; O -0.178; O -0.432; C -0.242; H 0.152; H 0.429; H 0.006; H 0.201; H 0.352



Below is a structure of composition C5N4S4 at a distorted geometry, with properties calculated with the ωB97M-V functional and the def2-TZVPD basis.

Cartesian coordinates (Å):
C  -1.58573  1.97071  0.46094
C  1.52132  1.99551  -0.40314
C  -2.40622  -1.61098  -0.19271
C  2.39776  -1.52940  0.10514
C  -0.06310  -0.25690  -0.05812
N  -2.25344  2.75315  -0.03444
N  1.95146  2.91818  0.11848
N  -3.17785  -1.81979  0.61733
N  3.28839  -1.96438  -0.47186
S  -0.71747  0.78935  1.28412
S  0.95293  0.68976  -1.27527
S  -1.15663  -1.21089  -1.20374
S  1.04692  -1.28853  1.12442

Output
HOMO level	-10.71	eV
gap between HOMO and LUMO	9.13	eV
multiplicity	1

How positive or negative is each atom? The Mulliken charges in e answer that: C 0.369; C 0.436; C 0.367; C 0.424; C -0.070; N -0.359; N -0.355; N -0.329; N -0.393; S 0.006; S -0.072; S -0.022; S -0.002